Computed, not measured: C17H25Br3O8 as an isolated structure at a distorted geometry, with wB97M-V/def2-TZVPD.

Last column: Löwdin charge in e.
Atoms and positions in Å:
O (0.35910, 1.54349, 0.82495)  -0.069
C (0.31950, 0.38564, 1.11618)  -0.545
O (1.25737, -0.45665, 0.70635)  -0.563
C (0.98473, -1.80868, 1.07338)  -0.291
C (-0.44354, -1.81026, 1.43326)  -0.150
C (-0.72268, -0.38125, 1.88234)  -0.016
H (1.63654, -2.07209, 1.90636)  0.098
H (1.16931, -2.60270, 0.34980)  0.139
H (-0.65209, -2.34222, 2.36149)  0.147
H (-1.12105, -2.10061, 0.63028)  0.052
H (-0.62207, -0.30011, 2.96465)  0.134
H (-1.74980, -0.05478, 1.71938)  0.133
O (1.08259, 5.13619, 4.30685)  0.071
C (0.77148, 4.62118, 3.21793)  -0.439
O (0.56992, 3.29423, 3.07653)  -0.034
C (0.44547, 2.88864, 1.73673)  -0.383
C (0.97874, 4.08218, 0.97406)  -0.093
C (0.60618, 5.31678, 1.86954)  -0.026
H (-0.51507, 2.52474, 1.37200)  0.160
H (1.07841, 2.03911, 1.48022)  -0.092
H (0.55101, 4.07461, -0.02848)  0.123
H (2.05722, 3.95953, 0.87428)  0.087
H (-0.45695, 5.54259, 1.78680)  0.127
H (1.30484, 6.12640, 1.65858)  0.124
O (3.85079, -0.99097, -3.00161)  0.098
C (2.67377, -0.96811, -2.64754)  -0.465
O (2.36251, -0.37344, -1.50271)  -0.132
C (0.97933, -0.45890, -1.20074)  -0.241
C (0.29353, -0.93670, -2.42197)  -0.123
C (1.44192, -1.68351, -3.13599)  -0.042
H (0.57877, 0.50016, -0.87233)  0.151
H (0.87524, -1.23054, -0.43796)  0.062
H (-0.02834, -0.08785, -3.02526)  0.127
H (-0.58531, -1.55248, -2.23077)  0.076
H (1.29493, -1.68001, -4.21602)  0.124
H (1.36968, -2.72448, -2.82093)  0.130
O (-2.35481, -1.74356, 0.88136)  0.026
C (-2.78432, -2.16357, -0.17986)  -0.432
O (-3.29459, -3.36360, -0.23906)  0.095
C (-3.91887, -3.54514, -1.49182)  -0.158
C (-3.25064, -2.62104, -2.42387)  -0.164
C (-3.00298, -1.48334, -1.50809)  -0.072
H (-5.00205, -3.44557, -1.42169)  0.142
H (-3.66527, -4.56843, -1.76872)  0.136
H (-3.79824, -2.41543, -3.34363)  0.133
H (-2.26512, -2.89522, -2.80026)  0.119
H (-3.80938, -0.75445, -1.58898)  0.147
H (-2.03868, -0.99343, -1.64306)  0.095
C (2.96501, 0.95614, 1.05363)  -1.170
Br (2.28999, 1.14632, 2.89656)  0.966
Br (3.32548, -0.99724, 0.60375)  1.043
Br (4.47189, 2.19652, 0.77480)  0.630
H (2.13654, 1.27192, 0.41956)  0.007

Forces on atoms 1 to 6 (eV/Å):
-3.3 -12.6 -13.8
-3.4 -3.7 2.0
-1.6 0.5 7.0
-0.3 -1.4 3.8
2.4 0.2 2.0
0.0 1.0 0.2

Results
* charge: 0
* highest occupied orbital energy: -7.578 eV
* frontier orbital gap: 7.575 eV
* E_tot: -244521.0644 eV